# C3H2F2NO3

A 2-piece molecular cluster, C3H2F2NO3 overall at a distorted geometry (wB97M-V/def2-TZVPD, the Open Molecules 2025 dataset).

Values from the calculation:
- relative energy (zero: lowest compared OMol25 entry of this formula, charge and spin) (eV) = 1.255
- HOMO energy (eV) = -3.0
- charge = -1

Each line ends with the natural charge from an NBO analysis.
Geometry (Å):
C: 1.555 1.108 0.339  0.84
O: -1.401 -0.838 0.876  -0.76
C: -0.399 0.203 -1.001  0.37
N: 1.075 0.953 1.423  -0.81
C: -0.651 -0.982 -0.355  0.51
O: 2.313 1.499 -0.470  -0.57
H: -1.606 -1.698 1.175  0.47
F: -1.183 1.311 -0.786  -0.38
O: -0.056 -2.105 -0.572  -0.77
H: 0.353 0.264 1.620  0.42
F: 0.000 0.286 -2.249  -0.33

# C3H2F2O

A 2-piece molecular cluster, C3H2F2O overall at a distorted geometry (wB97M-V/def2-TZVPD, the Open Molecules 2025 dataset).

Values from the calculation:
- relative energy (zero: lowest compared OMol25 entry of this formula, charge and spin) (eV) = 1.739
- HOMO energy (eV) = -11.1
- SMILES string = O=C(F)F.C#C

Each line ends with the natural charge from an NBO analysis.
Geometry (Å):
H: 0.990 -0.055 1.070  0.23
F: 0.510 2.493 1.196  -0.30
H: -1.424 -0.452 -1.102  0.26
O: -1.641 2.143 1.191  -0.52
C: -0.593 1.913 1.602  1.14
F: -0.271 1.073 2.604  -0.32
C: 0.362 -0.036 0.276  -0.27
C: -0.584 -0.113 -0.432  -0.21

# C3H2F4

C3H2F4 as an isolated structure at a distorted geometry (wB97M-V/def2-TZVPD, the Open Molecules 2025 dataset).

Values from the calculation:
- relative energy (zero: lowest compared OMol25 entry of this formula, charge and spin) (eV) = 5.761
- HOMO energy (spin up / spin down) (eV) = -9.0 / -9.5

Each line ends with the natural charge from an NBO analysis.
Geometry (Å):
C: -0.493 0.783 1.404  0.26
H: 0.277 1.368 1.695  0.13
F: 0.981 -1.613 -0.288  -0.34
F: 1.688 0.458 -0.845  -0.34
C: 0.647 -0.430 -0.902  0.42
H: 0.756 -0.710 -1.952  0.15
F: -1.611 0.977 1.987  -0.30
F: -1.566 -0.877 -0.616  -0.30
C: -0.679 0.044 -0.483  0.31

# C3H2FN

A 2-piece molecular cluster, C3H2FN overall at a distorted geometry (wB97M-V/def2-TZVPD, the Open Molecules 2025 dataset).

Values from the calculation:
- relative energy (zero: lowest compared OMol25 entry of this formula, charge and spin) (eV) = 4.749
- HOMO energy (spin up / spin down) (eV) = -10.6 / -10.6

Each line ends with the natural charge from an NBO analysis.
Geometry (Å):
N: 2.517 -0.892 -0.041  -0.12
C: -1.234 -0.141 -0.095  -0.44
C: 1.395 -0.590 -0.012  0.17
F: 0.970 1.877 -0.104  -0.62
C: 0.023 -0.343 -0.032  0.38
H: -1.579 0.895 0.119  0.34
H: -2.092 -0.807 0.166  0.30

# C3H2FN3S

One molecule with the formula C3H2FN3S at a distorted geometry (wB97M-V/def2-TZVPD, the Open Molecules 2025 dataset).

Values from the calculation:
- relative energy (zero: lowest compared OMol25 entry of this formula, charge and spin) (eV) = 2.014
- HOMO energy (eV) = -9.3
- SMILES string = Fc1nn[nH]c1C=S

Each line ends with the natural charge from an NBO analysis.
Geometry (Å):
F: -0.850 -2.250 0.438  -0.27
C: 0.393 0.688 1.524  -0.28
C: -0.060 0.145 0.130  -0.10
N: 0.090 0.754 -1.141  -0.28
C: -0.445 -1.143 -0.190  0.51
H: 0.744 1.609 -1.529  0.45
H: 0.439 1.921 1.580  0.23
S: 0.720 -0.525 2.705  0.05
N: -0.752 -1.171 -1.474  -0.29
N: -0.280 -0.028 -2.044  -0.02

# C3H2FNO

One molecule with the formula C3H2FNO at a distorted geometry (wB97M-V/def2-TZVPD, the Open Molecules 2025 dataset).

Values from the calculation:
- relative energy (zero: lowest compared OMol25 entry of this formula, charge and spin) (eV) = 0.571
- HOMO energy (eV) = -11.6
- SMILES string = N#CC(=O)CF

Each line ends with the natural charge from an NBO analysis.
Geometry (Å):
C: 0.453 -0.519 0.006  0.47
H: -0.621 0.941 1.062  0.21
F: -1.644 -0.836 1.043  -0.32
C: 1.212 0.481 -0.817  0.13
O: 0.908 -1.575 0.362  -0.42
C: -0.834 0.076 0.440  -0.04
H: -1.307 0.362 -0.488  0.20
N: 1.833 1.070 -1.608  -0.22

Please write out number 3 again, unchanged.
# C3H2F4

C3H2F4 as an isolated structure at a distorted geometry (wB97M-V/def2-TZVPD, the Open Molecules 2025 dataset).

Values from the calculation:
- relative energy (zero: lowest compared OMol25 entry of this formula, charge and spin) (eV) = 5.761
- HOMO energy (spin up / spin down) (eV) = -9.0 / -9.5

Each line ends with the natural charge from an NBO analysis.
Geometry (Å):
C: -0.493 0.783 1.404  0.26
H: 0.277 1.368 1.695  0.13
F: 0.981 -1.613 -0.288  -0.34
F: 1.688 0.458 -0.845  -0.34
C: 0.647 -0.430 -0.902  0.42
H: 0.756 -0.710 -1.952  0.15
F: -1.611 0.977 1.987  -0.30
F: -1.566 -0.877 -0.616  -0.30
C: -0.679 0.044 -0.483  0.31

Please write out number 1 again, unchanged.
# C3H2F2NO3

A 2-piece molecular cluster, C3H2F2NO3 overall at a distorted geometry (wB97M-V/def2-TZVPD, the Open Molecules 2025 dataset).

Values from the calculation:
- relative energy (zero: lowest compared OMol25 entry of this formula, charge and spin) (eV) = 1.255
- HOMO energy (eV) = -3.0
- charge = -1

Each line ends with the natural charge from an NBO analysis.
Geometry (Å):
C: 1.555 1.108 0.339  0.84
O: -1.401 -0.838 0.876  -0.76
C: -0.399 0.203 -1.001  0.37
N: 1.075 0.953 1.423  -0.81
C: -0.651 -0.982 -0.355  0.51
O: 2.313 1.499 -0.470  -0.57
H: -1.606 -1.698 1.175  0.47
F: -1.183 1.311 -0.786  -0.38
O: -0.056 -2.105 -0.572  -0.77
H: 0.353 0.264 1.620  0.42
F: 0.000 0.286 -2.249  -0.33